[1]
C22H29N3O3S | ωB97M-V/def2-TZVPD

Output
strongest force on any atom: 1.097 eV/Å
SMILES: CN(C)S(=O)(=O)N(CC(=O)N1CCC(Cc2ccccc2)CC1)c1ccccc1
HOMO-LUMO gap: 9.16 eV
relative energy (zero: lowest compared OMol25 entry of this formula, charge and spin): 56.0 kcal per mole

Each line ends with the Mulliken charge.
Positions of all 58 atoms, in Å:
C 1.97462 0.29809 -2.56469  -0.681
N 2.50165 1.37816 -1.76875  0.084
S 1.89596 1.57396 -0.24840  0.881
O 0.48604 1.33078 -0.30437  -0.696
O 2.33836 2.85629 0.20007  -0.691
N 2.51253 0.40916 0.79185  0.328
C 3.88999 0.20550 0.92721  0.120
C 4.72698 1.30216 1.12599  -0.119
C 6.08913 1.11568 1.26916  -0.629
C 6.63224 -0.15869 1.23640  -0.526
C 5.80040 -1.24980 1.05187  -0.794
C 4.43740 -1.07539 0.89384  -0.293
H 3.79655 -1.92479 0.71646  0.365
H 6.21459 -2.24703 1.02134  0.389
H 7.69595 -0.30011 1.35529  0.394
H 6.72963 1.97183 1.42143  0.411
H 4.29291 2.28773 1.16620  0.602
C 1.55421 -0.51028 1.35949  -1.243
H 2.03990 -1.06621 2.16646  0.424
H 0.75204 0.10404 1.76651  0.561
C 1.02299 -1.48092 0.30310  0.966
O 1.76048 -1.86937 -0.58949  -0.681
N -0.24951 -1.90676 0.40990  0.093
C -1.22972 -1.47694 1.38220  -1.500
H -0.74865 -1.12703 2.29351  0.525
C -2.12358 -0.39944 0.76817  -0.121
H -2.85599 -0.06089 1.50224  0.475
H -1.49871 0.44623 0.47259  0.071
C -2.83074 -0.96072 -0.46716  0.246
C -1.78096 -1.50909 -1.43625  -0.374
C -0.87333 -2.52722 -0.74445  -1.106
H -0.08237 -2.86227 -1.41652  0.485
H -1.45251 -3.39348 -0.40869  0.404
H -2.26196 -1.97619 -2.29750  0.466
H -1.16591 -0.67939 -1.79037  -0.080
H -3.49112 -1.77946 -0.15471  0.347
C -3.68142 0.12026 -1.15225  -1.260
C -4.79823 0.58604 -0.26310  0.291
C -5.94838 -0.18105 -0.12137  -0.233
C -6.96893 0.22287 0.72033  -0.671
C -6.85265 1.40320 1.43476  -0.388
C -5.71189 2.17562 1.30008  -0.703
C -4.69211 1.76867 0.45760  -0.149
H -3.80356 2.37479 0.35507  0.404
H -5.61611 3.09890 1.85280  0.381
H -7.64938 1.72057 2.09135  0.377
H -7.85834 -0.38287 0.81800  0.376
H -6.04643 -1.10092 -0.68109  0.401
H -4.09722 -0.29252 -2.07477  0.469
H -3.03482 0.96005 -1.41171  0.411
H -1.83401 -2.35499 1.64174  0.448
C 3.89315 1.68895 -1.97651  -0.971
H 4.03464 1.99176 -3.01549  0.366
H 4.14407 2.52010 -1.32384  0.369
H 4.54641 0.83631 -1.75955  0.285
H 2.46563 -0.65550 -2.35192  0.273
H 2.09273 0.54716 -3.61989  0.413
H 0.91736 0.21443 -2.33018  0.006

[2]
C26H53N2O5 | ωB97M-V/def2-TZVPD

Output
net charge: +1
strongest force on any atom: 3.519 eV/Å
HOMO-LUMO gap: 6.12 eV
relative energy (zero: lowest compared OMol25 entry of this formula, charge and spin): 65.9 kcal per mole

Each line ends with the Mulliken charge.
Positions of all 86 atoms, in Å:
C -1.66998 -0.17171 -1.64310  -0.195
C -2.94903 0.64847 -1.23284  -0.792
C -3.29201 0.42748 0.29147  -0.335
C -3.55441 -1.07505 0.66991  -0.665
C -2.32337 -1.70670 1.48672  -0.545
C -1.58999 -2.87847 0.72259  -0.289
C -0.07492 -2.60753 0.33912  -0.494
C 0.80860 -1.95364 1.46453  -0.150
C 2.28555 -1.75905 0.87401  -1.016
C 2.56732 -0.28034 0.28972  0.298
C 2.54860 -0.39257 -1.26507  -0.728
N 3.00691 0.87831 -1.98439  0.588
C 2.59023 0.95706 -3.26206  0.317
C 3.03473 2.13391 -4.03114  -0.791
C 3.87170 3.03278 -3.27568  -0.274
C 4.19459 2.79923 -1.87220  0.107
C 5.10272 3.76826 -1.03358  -0.790
C 4.50433 4.09507 0.38378  0.496
C 4.98171 3.05738 1.47302  -1.008
O 5.04021 5.38840 0.77152  -0.539
N 3.72888 1.68643 -1.26081  -0.369
H -0.98981 -0.17537 -0.74295  -0.263
H -1.87664 -1.25203 -1.86152  0.204
H -1.11430 0.28716 -2.50034  0.334
H -3.80934 0.33274 -1.86781  0.313
H -2.69430 1.73499 -1.36427  0.349
H -2.44414 0.87708 0.87443  -0.031
H -4.18476 1.06937 0.50553  0.335
H -3.84685 -1.71318 -0.19818  0.387
H -4.41586 -1.07820 1.38899  0.372
H -2.74576 -2.14867 2.42882  0.354
H -1.66750 -0.85178 1.76722  0.233
H -1.65013 -3.85563 1.25563  0.522
H -2.14083 -3.01831 -0.24995  -0.048
H 0.40201 -3.60216 0.10802  0.435
H -0.00696 -2.02041 -0.61189  -0.392
H 0.91052 -2.60753 2.37067  0.310
H 0.47358 -0.94391 1.80046  0.129
H 3.03247 -1.92123 1.69420  0.391
H 2.42484 -2.52703 0.06455  0.454
H 3.55764 0.00499 0.71540  0.184
H 1.79356 0.42868 0.68711  0.106
H 1.49770 -0.61605 -1.59234  0.005
H 3.17778 -1.23724 -1.62951  0.231
H 1.96091 0.16346 -3.72210  0.463
H 2.76320 2.28944 -5.09104  0.414
H 4.29722 3.94074 -3.75758  0.372
H 5.21650 4.71064 -1.61799  0.477
H 6.08351 3.24180 -0.87514  0.289
H 3.39266 4.21544 0.36579  0.180
H 5.08322 3.58380 2.44731  0.418
H 6.00157 2.70439 1.17563  0.287
H 4.30662 2.16431 1.51516  0.064
H 5.93082 5.39924 0.37630  0.320
C 0.88390 6.89654 1.66835  -0.617
O 0.34271 6.51941 2.92542  -0.387
C -1.08084 6.46798 2.90806  -0.498
C -1.58338 5.03726 2.76596  -0.511
O -1.22960 4.48418 1.50019  -0.396
C -0.09493 3.63965 1.58007  -0.825
H 1.94693 6.65176 1.66982  0.175
H 0.40636 6.36836 0.83970  0.281
H 0.77266 7.97536 1.52826  0.337
H -1.48225 7.10395 2.11297  0.317
H -1.42785 6.86867 3.86498  0.381
H -2.67623 5.04461 2.81971  0.387
H -1.21301 4.41020 3.58284  0.324
H -0.38284 2.66834 1.99695  0.318
H 0.69855 4.07883 2.19014  0.481
H 0.28802 3.48374 0.56924  0.213
C -3.94970 -8.85282 -0.98477  -0.681
O -4.69065 -7.71006 -1.38747  -0.372
C -4.73873 -6.70626 -0.38155  -0.791
C -3.73742 -5.59558 -0.65655  -0.057
O -2.39729 -6.06490 -0.56408  -0.344
C -1.82397 -6.32964 -1.83524  -0.829
H -3.72617 -9.44189 -1.87404  0.245
H -3.00882 -8.58351 -0.50058  0.278
H -4.55118 -9.46054 -0.30295  0.327
H -4.57769 -7.14110 0.60996  0.369
H -5.74743 -6.28211 -0.40195  0.388
H -3.85799 -4.82015 0.10777  0.170
H -3.92391 -5.13497 -1.63236  0.342
H -1.53110 -5.38740 -2.31072  0.286
H -2.50583 -6.87733 -2.48915  0.416
H -0.93184 -6.93782 -1.68317  0.249

[3]
C22H30N4O2 | ωB97M-V/def2-TZVPD

Output
strongest force on any atom: 0.585 eV/Å
SMILES: COc1ccccc1N1CCN(CCNC(=O)Nc2cccc(C)c2C)CC1
HOMO-LUMO gap: 8.31 eV
relative energy (zero: lowest compared OMol25 entry of this formula, charge and spin): 53.2 kcal per mole

Each line ends with the Mulliken charge.
Positions of all 58 atoms, in Å:
C 6.40103 0.31081 -0.45928  -1.021
O 5.14139 -0.13070 -0.89685  -0.379
C 4.95546 -0.37116 -2.23738  0.498
C 5.92277 -0.11644 -3.19339  -0.428
C 5.70840 -0.42597 -4.52888  -0.748
C 4.51409 -0.99825 -4.90873  -1.075
C 3.52993 -1.23670 -3.96408  -0.369
C 3.70861 -0.92575 -2.61778  1.086
N 2.76010 -1.22608 -1.64312  0.095
C 2.32273 -0.20089 -0.72038  -0.845
H 3.13745 0.48693 -0.51262  0.408
C 1.12083 0.56676 -1.28086  -0.835
N 0.02076 -0.35454 -1.51220  0.356
C 0.42894 -1.36081 -2.47865  -0.380
C 1.65758 -2.10796 -1.94519  -1.511
H 1.97652 -2.87900 -2.64661  0.587
H 1.37613 -2.59693 -1.00494  0.420
H -0.38768 -2.07058 -2.62298  0.330
H 0.66095 -0.89567 -3.45338  0.340
C -1.21105 0.31894 -1.89422  -0.898
H -1.28731 1.23846 -1.30853  0.496
C -2.42561 -0.55554 -1.56351  -0.961
N -2.38962 -0.97249 -0.18028  -0.207
C -3.12912 -0.28573 0.75239  0.526
O -4.03219 0.46545 0.46066  -0.662
N -2.75427 -0.58752 2.04807  -0.167
C -3.50751 -0.19299 3.17697  0.286
C -3.98763 -1.17888 4.03159  -0.718
C -4.73405 -0.83140 5.13871  -0.771
C -5.01673 0.50057 5.38015  -0.860
C -4.52588 1.49700 4.54857  0.965
C -3.73287 1.15820 3.44810  0.923
C -3.12113 2.21596 2.58357  -1.587
H -2.19572 1.84999 2.14327  0.346
H -2.90698 3.11495 3.15516  0.503
H -3.79650 2.46792 1.76686  0.308
C -4.84744 2.93178 4.84545  -1.591
H -5.57448 2.99937 5.65087  0.392
H -3.95247 3.47515 5.14950  0.340
H -5.25670 3.42181 3.96409  0.331
H -5.62341 0.77148 6.23222  0.349
H -5.10852 -1.59691 5.80190  0.365
H -3.77916 -2.21784 3.81585  0.382
H -2.25478 -1.45833 2.16452  0.289
H -1.48345 -1.32299 0.09834  0.313
H -3.34567 0.01332 -1.70939  0.453
H -2.45300 -1.44534 -2.19868  0.423
H -1.22483 0.59047 -2.96275  0.364
H 0.80098 1.31867 -0.55548  0.534
H 1.42137 1.08323 -2.21082  0.265
H 2.02714 -0.69125 0.21320  0.298
H 2.60155 -1.67373 -4.29543  0.286
H 4.33318 -1.25398 -5.94204  0.375
H 6.48099 -0.22388 -5.25464  0.381
H 6.86987 0.31245 -2.90686  0.385
H 6.32810 0.36854 0.62615  0.249
H 6.64562 1.30242 -0.85577  0.388
H 7.19329 -0.39440 -0.73045  0.377

[4]
C3H9NO2 | ωB97M-V/def2-TZVPD

Output
strongest force on any atom: 4.494 eV/Å
SMILES: CC(=O)O.CN
HOMO-LUMO gap: 10.43 eV
relative energy (zero: lowest compared OMol25 entry of this formula, charge and spin): 38.6 kcal per mole

Each line ends with the Mulliken charge.
Positions of all 15 atoms, in Å:
C -0.46788 2.40490 0.93312  -0.915
C -0.00120 1.01612 0.90953  0.758
O -0.87516 0.37258 0.21402  -0.572
O 1.06828 0.47919 1.14821  -0.647
H -0.67583 2.85851 1.92297  0.286
H -1.49576 2.66723 0.39327  0.244
H 0.29053 3.07447 0.48327  0.253
C -0.27287 -2.45127 -1.56427  -0.660
N 0.61332 -1.43324 -1.11256  -0.550
H -0.25832 -0.56138 -0.17482  0.526
H 1.41496 -1.66342 -0.58800  0.241
H 0.80048 -0.69498 -1.79149  0.288
H -0.55883 -2.25559 -2.61788  0.245
H -1.11140 -2.52964 -0.82684  0.227
H 0.20773 -3.49518 -1.58069  0.277

[5]
C3H8N2O2 | ωB97M-V/def2-TZVPD

Output
strongest force on any atom: 0.504 eV/Å
SMILES: O=C1NCCO1.N
HOMO-LUMO gap: 10.55 eV
relative energy (zero: lowest compared OMol25 entry of this formula, charge and spin): 6.8 kcal per mole

Each line ends with the Mulliken charge.
Positions of all 15 atoms, in Å:
N 2.63446 0.72740 0.13145  -0.765
C -0.52329 1.00740 0.15957  0.486
O 0.01232 2.08903 0.25514  -0.612
N -0.04157 -0.11541 -0.44757  -0.139
C -0.90296 -1.25782 -0.25559  -0.388
C -2.05784 -0.63616 0.56375  -0.276
O -1.75830 0.75384 0.67244  -0.356
H 2.19476 1.61647 -0.10393  0.228
H 3.61964 0.78435 -0.10686  0.216
H 0.97602 -0.17147 -0.53269  0.412
H -0.40129 -2.06440 0.29103  0.254
H -1.25574 -1.66324 -1.21075  0.232
H -2.12215 -1.05671 1.57200  0.240
H -3.02834 -0.74136 0.07420  0.255
H 2.57782 0.66958 1.14510  0.212